# 1
The following is a DFT calculation (ωB97M-V/def2-TZVPD) of a structure of composition C6H36NO12 in a non-equilibrium geometry.

For the total energy, the calculation gives -1207.88106 Ha. The value obtained for the frontier orbital gap is 0.3397 Ha. The charge is -1. Its energy above the lowest of the compared OMol25 structures with the same formula, charge and spin is 67.9 kcal per mole.

Positions of all 55 atoms, in Å:
1 O 3.417 -0.763 -3.039
2 O -1.650 3.522 2.394
3 O -4.304 -0.570 2.504
4 O 2.602 2.082 -1.338
5 O -2.780 3.306 -1.512
6 O -0.929 -1.063 -1.904
7 O 1.191 -2.990 -2.576
8 O 3.112 1.698 1.233
9 O -0.320 2.651 -2.454
10 O -2.353 1.063 1.484
11 O -3.179 0.058 -0.911
12 O 0.614 0.451 -3.220
13 N 0.391 1.582 0.938
14 C -0.963 -2.868 1.380
15 C 1.428 -3.046 2.004
16 C 0.286 -2.076 1.933
17 C 1.002 0.443 1.726
18 C 0.609 -0.873 1.022
19 C 2.508 0.746 2.039
20 H -1.535 -3.163 2.250
21 H -2.428 -0.559 -1.070
22 H -0.784 -3.720 0.712
23 H 2.118 -3.035 1.150
24 H -0.779 3.114 2.259
25 H 2.626 1.037 3.067
26 H -0.287 3.085 -3.311
27 H 3.121 -1.587 -2.616
28 H 1.083 -4.074 2.087
29 H 3.010 1.496 0.279
30 H 2.300 1.392 -1.931
31 H 0.437 0.376 2.665
32 H 0.188 1.361 -0.021
33 H -2.254 2.770 2.229
34 H -3.551 0.018 2.664
35 H 2.075 -2.918 2.902
36 H -3.136 0.789 -1.528
37 H -4.502 -0.430 1.576
38 H -1.385 -1.430 -2.668
39 H 1.181 2.215 0.918
40 H 0.166 1.762 -2.620
41 H -0.074 -1.797 2.975
42 H -1.574 -2.362 0.612
43 H 3.410 2.552 -1.521
44 H -1.981 2.938 -1.928
45 H 0.499 -3.308 -3.154
46 H 0.414 -0.090 -3.984
47 H 1.358 -1.340 0.322
48 H -0.332 -0.627 0.328
49 H -2.511 3.711 -0.680
50 H -2.404 0.841 0.517
51 H 3.003 -0.195 1.890
52 H -0.057 -0.214 -2.400
53 H -1.472 0.729 1.636
54 H 2.558 -0.413 -3.309
55 H 0.816 -2.279 -1.997

# 2
The following is a DFT calculation (ωB97M-V/def2-TZVPD) of a cluster of 2 separate species, C2H6ClOPS in total in a non-equilibrium geometry.

For the total energy, the calculation gives -1354.69598 Ha. The value obtained for the frontier orbital gap (alpha / beta) is 0.2152 / 0.2152 Ha. The charge is 0. Its energy above the lowest of the compared OMol25 structures with the same formula, charge and spin is 80.1 kcal per mole.

Positions of all 12 atoms, in Å:
1 Cl 3.025 -1.156 -0.175
2 S 0.413 1.539 -0.529
3 P -0.332 -0.046 0.489
4 O -1.520 -0.545 -0.469
5 C -2.341 -1.714 -0.361
6 C 1.949 1.956 0.413
7 H 2.342 2.593 -0.424
8 H -1.790 -2.542 0.315
9 H -3.215 -1.264 0.166
10 H -2.614 -2.257 -1.233
11 H 2.326 0.940 0.569
12 H 1.757 2.497 1.239

# 3
The following is a DFT calculation (ωB97M-V/def2-TZVPD) of a cluster of 2 separate species, C3H11N2S in total in a non-equilibrium geometry.

For the total energy, the calculation gives -628.29665 Ha. The value obtained for the frontier orbital gap is 0.3337 Ha. The charge is +1. Its energy above the lowest of the compared OMol25 structures with the same formula, charge and spin is 50.5 kcal per mole.

Positions of all 17 atoms, in Å:
1 S -1.668 2.123 0.864
2 N 1.790 0.315 -0.306
3 N -1.970 -0.069 -0.719
4 C -1.442 -1.227 -1.402
5 C -1.185 0.869 -0.188
6 C 2.051 0.235 1.124
7 H -0.532 -0.866 -1.898
8 H -2.947 -0.113 -0.530
9 H -0.074 0.726 -0.519
10 H -2.199 -1.554 -2.049
11 H -1.034 -1.962 -0.759
12 H 2.793 0.921 1.403
13 H 2.555 -0.149 -0.809
14 H 2.349 -0.828 1.313
15 H -2.861 1.716 1.120
16 H 1.959 1.337 -0.595
17 H 1.040 0.739 1.560

# 4
The following is a DFT calculation (ωB97M-V/def2-TZVPD) of a structure of composition C34H40BN8O2S3V.

Its spin multiplicity is 3. As for the expectation value of S²: 2.029. For the total energy, the calculation gives -4071.22536 Ha. The value obtained for the frontier orbital gap (alpha / beta) is 0.2830 / 0.2810 Ha. The charge is +2. Its energy above the lowest of the compared OMol25 structures with the same formula, charge and spin is 0.0 kcal per mole.

Positions of all 89 atoms, in Å:
1 V -1.288 0.751 -0.019
2 S 1.815 0.198 0.738
3 S 1.879 2.425 -2.194
4 S -3.008 -3.971 -4.812
5 O -3.532 -0.775 1.715
6 O -1.421 -1.278 2.424
7 N -0.414 -3.884 -5.321
8 N 4.448 2.280 -2.692
9 N 3.383 0.218 -2.450
10 N -3.386 0.634 -0.805
11 N -0.769 -1.020 -1.167
12 N -1.453 2.086 -1.818
13 N -2.120 2.593 0.836
14 N 0.418 1.010 0.941
15 C 2.169 -2.276 1.729
16 C -2.322 -2.100 3.072
17 C -4.474 -3.467 4.053
18 C -0.218 -1.687 -3.399
19 C -2.073 -3.092 3.995
20 C 5.360 1.719 1.893
21 C 5.755 0.358 -2.865
22 C -4.712 -2.462 3.119
23 C -1.731 -3.000 -2.103
24 C -3.595 2.452 0.894
25 C 2.881 2.717 1.104
26 C -3.356 0.523 -2.274
27 C 1.935 -0.955 2.078
28 C -4.158 1.825 -0.369
29 C -2.364 1.549 -2.859
30 C -1.593 3.735 0.059
31 C 4.557 -0.342 -2.645
32 C 4.339 0.840 1.569
33 C 1.853 -1.525 4.392
34 C -1.532 -2.124 -1.061
35 C 5.144 3.091 1.837
36 C 2.099 -2.854 4.057
37 C -3.185 -3.774 4.480
38 C -1.692 3.505 -1.446
39 C 5.655 1.716 -2.888
40 C 1.773 -0.565 3.402
41 C 3.298 1.566 -2.464
42 C -3.601 -1.799 2.648
43 C -0.079 -0.854 -2.302
44 C -1.104 -2.757 -3.323
45 C 3.105 1.353 1.184
46 C 2.257 -3.233 2.734
47 C 3.911 3.587 1.441
48 C -1.453 -3.582 -4.525
49 B -2.170 -0.458 1.579
50 H 2.444 -4.268 2.481
51 H 0.421 1.504 1.831
52 H -4.351 0.683 -2.696
53 H -4.150 2.543 -1.187
54 H 6.320 1.332 2.206
55 H -2.112 4.662 0.321
56 H 6.480 2.393 -3.058
57 H 2.275 -2.557 0.688
58 H -0.975 4.150 -1.957
59 H -1.806 2.717 1.793
60 H -1.069 -3.323 4.322
61 H -4.073 3.420 1.073
62 H -2.892 2.374 -3.338
63 H 1.729 -1.242 5.428
64 H 3.744 4.654 1.392
65 H 4.345 3.287 -2.713
66 H -2.677 3.793 -1.807
67 H 1.598 0.473 3.662
68 H 1.927 3.097 0.768
69 H 5.937 3.773 2.111
70 H -0.582 -4.429 -6.152
71 H -5.311 -4.020 4.457
72 H -3.822 -0.192 -0.406
73 H 0.330 -1.457 -4.303
74 H -3.046 -4.562 5.208
75 H -0.547 3.849 0.347
76 H -5.710 -2.215 2.784
77 H 0.537 -3.746 -5.028
78 H 0.609 -0.014 -2.335
79 H -2.393 -3.847 -1.988
80 H -3.812 1.805 1.743
81 H -1.765 1.073 -3.633
82 H -3.058 -0.492 -2.534
83 H -2.020 -2.284 -0.108
84 H 4.505 -0.228 1.630
85 H 2.172 -3.597 4.841
86 H -5.204 1.561 -0.206
87 H 4.570 -1.427 -2.633
88 H 6.696 -0.146 -3.016
89 H -0.494 2.012 -2.160

# 5
The following is a DFT calculation (ωB97M-V/def2-TZVPD) of a cluster of 3 separate species, C3HN3O7 in total in a non-equilibrium geometry.

For the total energy, the calculation gives -805.40448 Ha. The value obtained for the frontier orbital gap is 0.2734 Ha. The charge is -2. Its energy above the lowest of the compared OMol25 structures with the same formula, charge and spin is 0.0 kcal per mole.

Positions of all 14 atoms, in Å:
1 O -1.148 -2.115 -0.361
2 O -3.462 1.625 0.575
3 O 1.257 -1.944 -1.234
4 O 2.792 1.173 0.406
5 O 3.066 -0.691 -1.015
6 O 1.394 1.051 2.045
7 O -2.888 1.668 -1.400
8 N -2.705 1.208 -0.277
9 N 1.917 0.653 1.027
10 N 1.830 -0.945 -0.679
11 C 1.233 -0.381 0.416
12 C -1.872 0.149 -0.176
13 C -1.319 -0.940 -0.556
14 H -0.094 -0.511 1.226

# 6
The following is a DFT calculation (ωB97M-V/def2-TZVPD) of a structure of composition C16H25BaF8N2O10S2 in a non-equilibrium geometry.

For the total energy, the calculation gives -3107.14216 Ha. The value obtained for the frontier orbital gap is 0.2886 Ha. The charge is +1.

Positions of all 64 atoms, in Å:
1 Ba -19.612 -20.931 2.437
2 S -16.287 -21.040 -0.060
3 S -17.178 -19.155 5.068
4 F -16.600 -13.236 3.958
5 F -16.338 -12.845 -1.360
6 F -17.269 -15.055 2.011
7 F -16.078 -13.374 1.326
8 F -17.621 -11.644 2.834
9 F -17.829 -13.768 -2.651
10 F -19.667 -11.954 -1.896
11 F -18.244 -11.028 -0.508
12 O -18.287 -13.417 0.902
13 O -17.893 -19.016 6.443
14 O -15.296 -22.030 0.086
15 O -19.767 -19.286 0.121
16 O -15.589 -19.756 -0.611
17 O -18.062 -20.033 4.324
18 O -15.830 -19.550 5.243
19 O -19.275 -17.187 0.014
20 O -17.056 -20.653 1.102
21 O -18.950 -18.262 1.857
22 N -19.324 -18.213 0.640
23 N -19.835 -20.356 -3.431
24 C -15.517 -17.463 -1.282
25 C -17.301 -13.714 1.783
26 C -16.356 -18.524 -0.621
27 C -18.049 -18.345 8.723
28 C -17.163 -18.337 7.516
29 C -17.592 -12.962 3.081
30 C -17.667 -13.098 -1.479
31 C -18.439 -18.429 -3.793
32 C -19.169 -20.943 -4.415
33 C -18.354 -11.746 -1.637
34 C -17.691 -19.105 -4.740
35 C -18.181 -14.017 -0.385
36 C -19.482 -19.089 -3.159
37 C -18.071 -20.397 -5.063
38 C -17.404 -21.481 -1.367
39 C -17.279 -17.560 4.386
40 H -17.557 -20.995 -5.803
41 H -17.901 -11.185 -2.458
42 H -16.148 -16.590 -1.457
43 H -14.679 -17.159 -0.661
44 H -18.319 -17.253 4.378
45 H -16.964 -21.176 -2.314
46 H -17.462 -22.566 -1.343
47 H -17.307 -18.654 -1.144
48 H -16.927 -17.325 7.189
49 H -18.199 -17.430 -3.449
50 H -19.190 -14.311 -0.669
51 H -19.995 -18.608 -2.334
52 H -16.599 -18.227 0.402
53 H -17.559 -14.912 -0.384
54 H -16.634 -16.919 4.983
55 H -15.167 -17.812 -2.254
56 H -16.861 -18.606 -5.222
57 H -16.877 -17.568 3.375
58 H -18.429 -19.349 8.908
59 H -18.927 -17.718 8.559
60 H -16.238 -18.881 7.702
61 H -17.493 -17.991 9.586
62 H -18.556 -13.280 3.491
63 H -18.348 -20.967 -1.201
64 H -19.510 -21.945 -4.659

# 7
The following is a DFT calculation (ωB97M-V/def2-TZVPD) of a cluster of 4 separate species, CH3FN2O in total in a non-equilibrium geometry.

For the total energy, the calculation gives -324.20293 Ha. The value obtained for the frontier orbital gap (alpha / beta) is 0.2983 / 0.2905 Ha. The charge is 0. Its energy above the lowest of the compared OMol25 structures with the same formula, charge and spin is 190.4 kcal per mole.

Positions of all 8 atoms, in Å:
1 F 0.127 2.623 -2.544
2 O -2.655 0.367 -1.211
3 N -1.327 -0.292 0.032
4 N 0.652 0.837 -0.999
5 C -0.235 0.182 -0.435
6 H -1.403 -1.056 0.748
7 H -2.245 -1.081 -0.906
8 H -0.306 1.880 -1.865

# 8
The following is a DFT calculation (ωB97M-V/def2-TZVPD) of a structure of composition C11H19NOV in a non-equilibrium geometry.

Its spin multiplicity is 4. As for the expectation value of S²: 3.763. For the total energy, the calculation gives -1504.33582 Ha. The value obtained for the frontier orbital gap (alpha / beta) is 0.0639 / 0.2385 Ha. The charge is -2.

Positions of all 33 atoms, in Å:
1 V -0.369 -0.155 -1.017
2 O 0.295 0.085 0.643
3 N -1.968 -0.570 -0.828
4 C -1.131 -0.675 2.429
5 C 0.039 -2.381 -1.142
6 C -1.013 1.784 -1.809
7 C 0.098 1.472 2.619
8 C 0.504 0.686 -3.187
9 C 0.160 0.051 2.073
10 C 1.345 -0.691 2.680
11 C 1.242 1.398 -2.196
12 C 0.320 2.053 -1.319
13 C 1.010 -1.728 -1.877
14 C -0.889 0.897 -2.950
15 H 1.353 -1.736 2.348
16 H 0.981 2.048 2.333
17 H 1.985 -1.479 -1.440
18 H 0.574 2.743 -0.516
19 H 0.962 -1.739 -2.971
20 H 0.037 1.469 3.712
21 H -0.800 1.978 2.247
22 H 2.293 -0.220 2.406
23 H -0.816 -2.827 -1.655
24 H 0.198 -2.667 -0.097
25 H 1.280 -0.700 3.771
26 H -1.252 -0.724 3.511
27 H -2.934 -0.864 -0.669
28 H -1.931 2.222 -1.427
29 H -1.120 -1.701 2.036
30 H 2.326 1.510 -2.162
31 H -1.996 -0.144 2.008
32 H 0.924 0.116 -4.014
33 H -1.708 0.490 -3.542